[1]
C24H19BrN5PdS as an isolated structure at a distorted geometry. Source: the OMol25 dataset; level of theory: wB97M-V/def2-TZVPD.

Properties
charge = +1
HOMO level = -11.2 eV
energy above the lowest of the compared OMol25 structures with the same formula, charge and spin = 7.3 kcal per mole
Kohn-Sham gap = 6.455 eV
DFT total energy = -116999.3680 eV

XYZ file:
```
51
C24H19BrN5PdS wB97M-V/def2-TZVPD
Pd -0.171 1.149 0.364
N -0.757 -1.088 4.097
C -0.419 -0.626 2.880
S -1.075 0.976 2.503
N 0.326 -1.367 2.127
N 0.557 -0.851 0.894
C 1.418 -1.415 0.130
C 2.264 -2.551 0.550
C 3.084 -2.426 1.667
C 3.893 -3.482 2.052
C 3.871 -4.675 1.341
C 3.043 -4.809 0.236
C 2.249 -3.746 -0.165
C 1.527 -0.826 -1.226
C 2.476 -1.247 -2.145
C 2.537 -0.633 -3.387
C 1.645 0.380 -3.690
C 0.735 0.759 -2.716
N 0.679 0.175 -1.524
H -1.251 -0.511 4.753
H -0.319 -1.934 4.422
H 3.107 -1.492 2.215
H 4.544 -3.376 2.909
H 4.503 -5.498 1.646
H 3.012 -5.742 -0.311
H 1.589 -3.855 -1.018
H 3.166 -2.032 -1.874
H 3.283 -0.939 -4.108
H 1.659 0.883 -4.645
H 0.028 1.560 -2.895
C -3.545 -0.820 -1.456
C -4.414 0.243 -1.673
C -4.072 1.506 -1.229
C -2.859 1.697 -0.578
N -2.031 0.654 -0.388
C -2.356 -0.571 -0.808
C -2.352 2.969 -0.062
C -3.094 4.147 -0.027
C -2.550 5.291 0.529
C -1.272 5.260 1.071
C -0.519 4.090 1.054
C -1.057 2.966 0.461
H -3.781 -1.822 -1.783
H -5.351 0.085 -2.189
H -4.733 2.344 -1.393
H -1.640 -1.356 -0.602
H -4.103 4.169 -0.418
H -3.129 6.203 0.554
H -0.850 6.153 1.514
H 0.465 4.074 1.496
Br 2.040 1.953 0.846
```



[2]
C24H19Co2N2O7 as an isolated structure at a distorted geometry. Source: the OMol25 dataset; level of theory: wB97M-V/def2-TZVPD.

Properties
charge = -1
HOMO level = -1.5 eV
energy above the lowest of the compared OMol25 structures with the same formula, charge and spin = 0.0 kcal per mole
Kohn-Sham gap = 3.331 eV
DFT total energy = -117755.2977 eV

XYZ file:
```
54
C24H19Co2N2O7 wB97M-V/def2-TZVPD
O -2.181 -0.446 2.607
C -1.119 -0.547 2.134
Co 0.149 -1.390 1.048
C -0.747 -2.846 0.765
O -1.355 -3.826 0.543
C -0.625 -0.465 -0.273
O -1.257 0.060 -1.090
C 1.740 -1.197 1.863
C 1.908 -1.808 0.681
C 2.723 -2.656 -0.322
C 2.116 -1.886 -1.679
C 2.228 -2.546 -2.889
C 2.005 -1.842 -4.071
C 1.693 -0.486 -4.048
C 1.592 0.204 -2.834
C 1.855 -0.501 -1.651
Co 0.791 0.633 2.257
C -0.071 1.385 3.588
O -0.682 1.861 4.436
C 0.355 1.708 0.926
O 0.087 2.500 0.129
C 2.319 1.436 2.609
O 3.314 1.953 2.850
H 2.201 -1.422 2.844
H 3.807 -2.416 -0.660
H 2.522 -3.591 -2.854
H 2.075 -2.387 -5.000
H 1.511 0.043 -4.968
H 1.339 1.260 -2.792
H 1.925 0.067 -0.699
C 6.266 -8.574 3.151
C 5.442 -7.331 2.819
N 5.010 -7.276 1.439
C 4.247 -6.178 1.063
C 3.479 -6.175 -0.140
C 2.799 -5.053 -0.573
N 2.821 -3.919 0.181
C 3.539 -3.904 1.372
C 4.256 -4.973 1.808
C 4.926 -8.446 0.593
C 5.847 -9.570 1.045
O 5.807 -9.741 2.464
H 7.331 -8.370 2.913
H 6.141 -8.837 4.211
H 4.576 -7.309 3.512
H 6.070 -6.457 3.050
H 3.470 -7.058 -0.784
H 2.257 -4.991 -1.515
H 3.623 -2.905 1.807
H 4.835 -4.819 2.721
H 3.892 -8.843 0.566
H 5.209 -8.182 -0.437
H 5.482 -10.532 0.658
H 6.877 -9.361 0.684
```



[3]
A 2-piece molecular cluster, C24H19F2N overall at a distorted geometry. Source: the OMol25 dataset; level of theory: wB97M-V/def2-TZVPD.

Properties
HOMO level = -5.9 eV
Kohn-Sham gap = 3.033 eV
DFT total energy = -32117.5528 eV

XYZ file:
```
46
C24H19F2N wB97M-V/def2-TZVPD
F -2.614 4.945 0.288
C -2.589 3.571 0.316
C -3.800 2.884 0.265
C -3.752 1.481 0.306
C -2.538 0.807 0.353
C -1.301 1.514 0.362
C -0.029 0.853 0.337
C 1.183 1.526 0.175
C 2.424 0.937 0.391
C 3.676 1.631 0.363
C 3.735 3.055 0.357
C 4.973 3.679 0.295
F 5.014 5.054 0.272
C 6.180 2.984 0.260
C 6.123 1.580 0.289
C 4.906 0.916 0.346
C -1.360 2.936 0.399
H -4.738 3.430 0.206
H -4.685 0.916 0.295
H -2.513 -0.285 0.387
H -0.005 -0.227 0.478
H 1.161 2.565 -0.167
H 2.446 -0.137 0.605
H 2.822 3.645 0.411
H 7.123 3.524 0.216
H 7.053 1.013 0.266
H 4.872 -0.175 0.368
H -0.449 3.524 0.490
C 0.752 -2.948 -0.337
C -0.588 -2.705 0.255
C -0.629 -2.231 1.574
N -0.630 -1.789 2.667
C -1.804 -3.109 -0.369
C -1.851 -3.601 -1.711
C -3.053 -4.006 -2.277
C -4.252 -3.915 -1.553
C -4.227 -3.462 -0.228
C -3.033 -3.041 0.350
H 0.705 -3.257 -1.383
H 1.369 -2.038 -0.265
H 1.297 -3.722 0.231
H -0.933 -3.644 -2.302
H -3.060 -4.387 -3.300
H -5.196 -4.208 -2.015
H -5.143 -3.423 0.364
H -3.040 -2.658 1.374
```



[4]
C24H19F3LuN6O as an isolated structure at a distorted geometry. Source: the OMol25 dataset; level of theory: wB97M-V/def2-TZVPD.

Properties
charge = +1
HOMO level (alpha / beta) = -10.3 / -10.4 eV
Kohn-Sham gap (alpha / beta) = 5.718 / 5.865 eV
DFT total energy = -77953.3533 eV

XYZ file:
```
54
C24H19F3LuN6O wB97M-V/def2-TZVPD
Lu -0.042 -0.708 0.757
C 0.182 2.884 -3.707
C -0.780 1.886 -3.666
C -0.581 0.751 -2.893
C 0.593 0.599 -2.157
C 1.546 1.621 -2.178
C 1.340 2.752 -2.952
N 0.783 -0.556 -1.355
C 1.883 -1.306 -1.533
C 2.764 -1.203 -2.646
C 3.846 -2.026 -2.754
C 4.145 -3.008 -1.772
C 3.331 -3.162 -0.698
C 2.188 -2.332 -0.553
N 1.317 -2.402 0.465
N 1.500 -3.198 1.459
C 0.481 -3.196 2.390
C 0.696 -3.896 3.579
C -0.296 -3.934 4.532
C -1.510 -3.304 4.268
C -1.658 -2.644 3.068
N -0.695 -2.561 2.140
H 0.027 3.761 -4.320
H -1.685 1.989 -4.251
H -1.322 -0.041 -2.881
H 2.445 1.512 -1.583
H 2.096 3.527 -2.969
H 2.549 -0.482 -3.421
H 4.492 -1.939 -3.618
H 5.012 -3.640 -1.900
H 3.516 -3.909 0.061
H 1.651 -4.385 3.713
H -0.144 -4.461 5.464
H -2.323 -3.327 4.979
H -2.607 -2.187 2.816
F 2.312 1.062 2.810
C 1.742 0.198 2.033
F 1.056 1.107 1.004
F 0.454 -0.103 2.772
N -1.393 4.530 -1.071
C -2.636 4.146 -0.699
O -3.640 4.761 -0.989
C -2.740 2.893 0.133
C -3.875 2.742 0.923
C -3.992 1.616 1.718
C -2.990 0.668 1.677
N -1.916 0.769 0.882
C -1.801 1.877 0.127
H -1.325 5.404 -1.565
H -0.547 4.132 -0.705
H -4.631 3.516 0.900
H -4.845 1.470 2.364
H -3.043 -0.206 2.313
H -0.928 1.942 -0.513
```